(w)
Here is a 2-piece molecular cluster, C3H11NOS2 overall from the Open Molecules 2025 dataset. Energies are from wB97M-V/def2-TZVPD.

The geometry in ORCA input format:
```
! RIJCOSX wB97M-V def2-TZVPD def2/J DEFGRID3
* xyz 0 1
C 0.433 -1.509 -2.935
S 0.573 -1.563 -1.166
S -0.942 -0.809 -0.213
C -1.136 0.978 -0.002
C 0.077 1.818 0.317
N 0.478 1.529 1.647
H -0.159 -0.549 -3.333
H 1.475 -1.574 -3.407
H -0.032 -2.386 -3.359
H -1.871 1.242 0.852
H -1.737 1.243 -1.006
H -0.261 2.860 0.204
H 0.829 1.631 -0.463
H 0.780 0.610 1.837
H 1.037 2.156 2.121
O 0.557 -1.910 3.009
H -0.087 -1.630 3.639
H -0.015 -2.137 2.260
*
```

Summary:
E_HOMO ... -8.61 eV
Gap between HOMO and LUMO ... 9.329 eV

(x)
Here is a 2-piece molecular cluster, C3H11NOS2 overall from the Open Molecules 2025 dataset. Energies are from wB97M-V/def2-TZVPD.

The geometry in ORCA input format:
```
! RIJCOSX wB97M-V def2-TZVPD def2/J DEFGRID3
* xyz 0 1
C 2.525 -0.562 2.570
S 1.857 0.590 1.373
S 1.096 -0.630 -0.039
C -0.695 -0.378 -0.427
C -0.786 1.010 -1.018
N -2.185 1.284 -1.554
H 3.132 0.084 3.203
H 3.155 -1.209 1.939
H 1.816 -1.229 3.046
H -0.872 -1.203 -1.115
H -1.254 -0.547 0.498
H -0.635 1.745 -0.233
H -0.158 1.179 -1.886
H -2.308 2.206 -1.937
H -2.765 1.123 -0.739
O -3.713 -1.123 -2.485
H -4.122 -1.524 -1.717
H -3.016 -0.546 -2.093
*
```

Summary:
E_HOMO ... -8.50 eV
Gap between HOMO and LUMO ... 9.215 eV

(x) is the most stable structure; the next one sits 0.623 eV above it.

(w)
Here is a 2-piece molecular cluster, C3H11NOS2 overall from the Open Molecules 2025 dataset. Energies are from wB97M-V/def2-TZVPD.

The geometry in ORCA input format:
```
! RIJCOSX wB97M-V def2-TZVPD def2/J DEFGRID3
* xyz 0 1
C -0.123 -1.180 3.211
N -0.807 -0.362 2.179
C 0.005 0.660 1.568
C -0.813 1.106 0.336
S -0.936 -0.006 -1.109
S 0.423 0.845 -2.481
H -0.736 -1.318 4.091
H 0.178 -2.155 2.783
H 0.871 -0.781 3.439
H -1.024 -1.040 1.455
H 1.067 0.501 1.307
H 0.023 1.583 2.177
H -1.840 1.173 0.799
H -0.612 2.087 -0.096
H 0.938 1.651 -1.499
O 2.181 -1.574 -0.238
H 1.976 -0.638 -0.266
H 1.366 -2.071 -0.311
*
```

Summary:
E_HOMO ... -8.52 eV
Gap between HOMO and LUMO ... 8.762 eV

(x)
Here is a 2-piece molecular cluster, C3H11NOS2 overall from the Open Molecules 2025 dataset. Energies are from wB97M-V/def2-TZVPD.

The geometry in ORCA input format:
```
! RIJCOSX wB97M-V def2-TZVPD def2/J DEFGRID3
* xyz 0 1
C -1.223 3.107 -0.567
S -1.632 1.295 -0.274
S 0.539 0.752 -0.128
C 0.250 -1.128 0.265
C -0.261 -1.728 -0.986
N -0.944 -3.034 -0.857
H -2.140 3.570 -0.900
H -0.533 3.529 0.208
H -0.620 3.409 -1.485
H -0.380 -0.937 1.167
H 1.273 -1.532 0.556
H 0.740 -1.938 -1.466
H -0.981 -0.883 -1.277
H -1.798 -2.886 -0.381
H -0.283 -3.798 -0.515
O 3.038 0.701 2.278
H 2.494 1.530 2.355
H 2.460 -0.028 2.007
*
```

Summary:
E_HOMO ... -8.47 eV
Gap between HOMO and LUMO ... 8.375 eV

(w) is the most stable structure; the next one sits 0.930 eV above it.

(w)
Here is a 2-piece molecular cluster, C2H11N4 overall from the Open Molecules 2025 dataset. Energies are from wB97M-V/def2-TZVPD.

The geometry in ORCA input format:
```
! RIJCOSX wB97M-V def2-TZVPD def2/J DEFGRID3
* xyz 1 1
C -1.250 -1.083 0.466
C -0.020 -0.323 -0.112
N -1.130 1.494 -0.109
N 0.279 -0.368 -1.381
N 1.038 -0.293 0.702
N 2.358 0.048 0.251
H -2.089 -1.132 -0.240
H -1.570 -0.536 1.403
H -0.896 -2.090 0.696
H -0.718 2.341 0.304
H -2.159 1.482 0.146
H 1.240 -0.016 -1.613
H -0.365 -0.562 -2.123
H 0.774 -0.568 1.705
H 2.897 -0.801 0.144
H -1.268 1.658 -1.071
H 2.881 0.749 0.833
*
```

Summary:
E_HOMO ... -14.44 eV
Gap between HOMO and LUMO ... 11.580 eV

(x)
Here is a 2-piece molecular cluster, C2H11N4 overall from the Open Molecules 2025 dataset. Energies are from wB97M-V/def2-TZVPD.

The geometry in ORCA input format:
```
! RIJCOSX wB97M-V def2-TZVPD def2/J DEFGRID3
* xyz 1 1
N -1.819 -2.275 1.774
C -0.882 -1.880 0.926
N -0.977 -0.795 0.226
H -2.686 -1.786 1.912
H -1.563 -3.000 2.424
H 0.059 -2.422 0.847
H -0.269 -0.490 -0.418
H -1.935 -0.465 0.106
N 1.744 0.751 -1.682
C 1.409 2.121 -1.155
N 0.529 2.018 0.021
H 1.871 0.020 -0.997
H 1.080 0.401 -2.372
H 2.367 2.636 -0.984
H 0.899 2.643 -1.988
H -0.365 1.675 -0.219
H 1.046 1.448 0.687
*
```

Summary:
E_HOMO ... -12.10 eV
Gap between HOMO and LUMO ... 7.910 eV

(x) is the most stable structure; the next one sits 0.189 eV above it.

(w)
Here is a 2-piece molecular cluster, C3H12N2O2 overall from the Open Molecules 2025 dataset. Energies are from wB97M-V/def2-TZVPD.

The geometry in ORCA input format:
```
! RIJCOSX wB97M-V def2-TZVPD def2/J DEFGRID3
* xyz 0 1
C -1.102 -2.346 -0.508
C 0.161 -1.522 -0.376
O 1.293 -2.268 -0.750
O 0.318 -0.993 0.885
H -1.970 -1.776 -0.165
H -1.036 -3.248 0.108
H -1.254 -2.652 -1.547
H 0.082 -0.612 -1.101
H 1.464 -2.867 -0.008
H 0.473 0.097 0.726
C -0.893 2.240 0.446
N 0.333 1.804 -0.214
N 1.490 1.837 0.640
H -1.757 1.981 -0.173
H -0.993 1.729 1.409
H -0.904 3.322 0.604
H 0.225 1.090 -0.990
H 1.790 2.796 0.846
H 2.282 1.386 0.168
*
```

Summary:
E_HOMO ... -8.23 eV
Gap between HOMO and LUMO ... 9.160 eV

(x)
Here is a 3-piece molecular cluster, C3H12N2O2 overall from the Open Molecules 2025 dataset. Energies are from wB97M-V/def2-TZVPD.

The geometry in ORCA input format:
```
! RIJCOSX wB97M-V def2-TZVPD def2/J DEFGRID3
* xyz 0 1
C 2.018 -0.227 0.968
C 0.507 -0.097 0.845
N 0.049 1.173 0.385
C -0.328 -1.014 1.317
N -1.754 -0.891 1.457
H 2.452 0.665 0.530
H 2.278 -0.368 2.014
H 2.336 -1.149 0.480
H 0.567 1.938 0.727
H -0.920 1.283 0.666
H -0.027 -2.051 1.380
H -1.970 -0.183 2.148
H -2.092 -1.757 1.814
O 0.678 -0.553 -3.141
H 0.635 -0.319 -2.209
H -0.241 -0.447 -3.400
O -1.258 1.219 -2.272
H -0.815 1.136 -1.424
H -2.117 1.642 -2.286
*
```

Summary:
E_HOMO ... -8.02 eV
Gap between HOMO and LUMO ... 8.657 eV

(x) is the most stable structure; the next one sits 1.653 eV above it.

(w)
Here is a 2-piece molecular cluster, C3H12N2O2 overall from the Open Molecules 2025 dataset. Energies are from wB97M-V/def2-TZVPD.

The geometry in ORCA input format:
```
! RIJCOSX wB97M-V def2-TZVPD def2/J DEFGRID3
* xyz 0 1
N -1.592 -0.467 -1.343
C -0.511 -1.347 -0.893
N 0.824 -0.723 -1.056
C 1.552 -0.374 0.162
C 1.565 1.135 0.349
O 0.225 1.626 0.572
H -1.389 -0.238 -2.307
H -1.423 0.421 -0.879
H -0.648 -1.449 0.173
H -0.482 -2.243 -1.500
H 1.417 -1.196 -1.717
H 1.232 -0.833 1.100
H 2.572 -0.696 -0.022
H 2.141 1.517 1.190
H 1.843 1.575 -0.604
H -0.320 0.966 1.041
O -1.584 0.070 1.774
H -2.459 0.032 1.364
H -1.787 0.345 2.679
*
```

Summary:
E_HOMO ... -8.58 eV
Gap between HOMO and LUMO ... 9.116 eV

(x)
Here is a 2-piece molecular cluster, C3H12N2O2 overall from the Open Molecules 2025 dataset. Energies are from wB97M-V/def2-TZVPD.

The geometry in ORCA input format:
```
! RIJCOSX wB97M-V def2-TZVPD def2/J DEFGRID3
* xyz 0 1
N 0.813 2.004 -0.993
C 0.624 1.494 0.308
N 1.093 -0.077 0.355
O 1.886 -0.215 1.552
O 1.881 -0.712 -0.610
H 1.753 1.801 -1.326
H 0.696 2.892 -1.467
H -0.406 1.693 0.614
H 1.192 2.138 1.017
H 1.797 -1.129 1.855
H 2.633 -0.119 -0.814
C -1.848 -0.725 -0.630
C -1.698 -1.713 0.520
H -2.688 -0.054 -0.465
H -1.910 -1.256 -1.581
H -0.883 -0.167 -0.756
H -2.538 -2.405 0.566
H -0.778 -2.279 0.390
H -1.618 -1.174 1.463
*
```

Summary:
E_HOMO ... -8.89 eV
Gap between HOMO and LUMO ... 9.612 eV

(y)
Here is a 2-piece molecular cluster, C3H12N2O2 overall from the Open Molecules 2025 dataset. Energies are from wB97M-V/def2-TZVPD.

The geometry in ORCA input format:
```
! RIJCOSX wB97M-V def2-TZVPD def2/J DEFGRID3
* xyz 0 1
C -2.586 0.070 0.883
C -1.634 -0.104 -0.301
O -2.339 -0.242 -1.507
O -0.782 -1.172 -0.083
H -3.148 -0.853 1.029
H -3.279 0.885 0.692
H -2.014 0.272 1.784
H -1.026 0.844 -0.429
H -2.667 -1.149 -1.549
H 0.200 -0.858 -0.165
C 2.223 0.384 1.045
N 1.534 0.265 -0.227
N 2.365 -0.349 -1.208
H 2.495 -0.613 1.373
H 3.139 0.990 0.981
H 1.548 0.839 1.764
H 1.155 1.185 -0.532
H 3.052 0.300 -1.597
H 1.765 -0.693 -1.954
*
```

Summary:
E_HOMO ... -9.63 eV
Gap between HOMO and LUMO ... 10.432 eV

(z)
Here is a 2-piece molecular cluster, C3H12N2O2 overall from the Open Molecules 2025 dataset. Energies are from wB97M-V/def2-TZVPD.

The geometry in ORCA input format:
```
! RIJCOSX wB97M-V def2-TZVPD def2/J DEFGRID3
* xyz 0 1
N -0.806 -2.239 -1.013
C -1.524 -0.945 -0.876
N -0.745 -0.143 0.091
C 0.165 0.846 -0.604
C 0.185 2.143 0.163
O 1.444 2.335 0.766
H -0.112 -2.036 -1.753
H -0.327 -2.494 -0.156
H -1.448 -0.459 -1.878
H -2.578 -0.994 -0.584
H -1.252 0.462 0.749
H 1.267 0.383 -0.550
H 0.185 0.836 -1.699
H 0.028 2.987 -0.522
H -0.518 2.392 0.933
H 2.223 1.928 0.395
O 1.527 -1.704 2.462
H 1.705 -1.733 1.519
H 0.581 -1.564 2.557
*
```

Summary:
E_HOMO ... -9.13 eV
Gap between HOMO and LUMO ... 9.874 eV

(w) is the most stable structure; the next one sits 0.456 eV above it.

(w)
Here is a 3-piece molecular cluster, C3H12N2O2 overall from the Open Molecules 2025 dataset. Energies are from wB97M-V/def2-TZVPD.

The geometry in ORCA input format:
```
! RIJCOSX wB97M-V def2-TZVPD def2/J DEFGRID3
* xyz 0 1
H -1.175 -2.384 0.313
N -0.637 -1.545 0.122
C -0.969 -0.617 0.924
N -0.590 0.698 0.711
C 0.593 1.221 1.456
C 1.859 0.393 1.295
H -1.719 -0.834 1.681
H -0.437 0.835 -0.284
H 0.270 1.250 2.504
H 0.755 2.223 1.067
H 1.639 -0.670 1.216
H 2.489 0.506 2.190
H 2.515 0.669 0.479
O 0.240 -0.963 -2.647
H 0.101 -1.244 -1.725
H 1.094 -1.329 -2.893
O -1.827 0.961 -2.158
H -2.543 0.667 -1.570
H -1.658 0.163 -2.680
*
```

Summary:
E_HOMO ... -9.58 eV
Gap between HOMO and LUMO ... 10.518 eV

(x)
Here is a 3-piece molecular cluster, C3H12N2O2 overall from the Open Molecules 2025 dataset. Energies are from wB97M-V/def2-TZVPD.

The geometry in ORCA input format:
```
! RIJCOSX wB97M-V def2-TZVPD def2/J DEFGRID3
* xyz 0 1
H -3.180 1.023 -0.796
N -2.269 0.620 -0.639
C -2.154 0.049 0.585
N -1.029 0.256 1.426
C 0.203 0.936 1.005
C 1.268 1.314 2.026
H -2.938 -0.465 1.047
H -1.075 -0.462 2.184
H 0.611 0.205 0.258
H -0.134 1.794 0.446
H 1.865 2.149 1.778
H 0.802 1.428 3.103
H 1.953 0.406 1.908
O -0.173 -0.872 -2.290
H -0.996 -1.377 -2.252
H -0.337 -0.060 -1.704
O 2.811 -2.679 -2.781
H 2.416 -2.246 -1.936
H 2.357 -2.020 -3.369
*
```

Summary:
E_HOMO ... -9.10 eV
Gap between HOMO and LUMO ... 9.705 eV

(y)
Here is a 2-piece molecular cluster, C3H12N2O2 overall from the Open Molecules 2025 dataset. Energies are from wB97M-V/def2-TZVPD.

The geometry in ORCA input format:
```
! RIJCOSX wB97M-V def2-TZVPD def2/J DEFGRID3
* xyz 0 1
N -2.787 -1.763 -0.492
C -1.283 -1.963 -0.005
C -0.951 -0.403 0.435
N -0.676 0.574 -0.607
C -0.276 1.942 -0.133
O 0.245 2.824 -1.124
H -3.245 -1.071 0.049
H -2.872 -1.707 -1.480
H -1.155 -2.576 0.897
H -0.597 -2.329 -0.809
H 0.025 -0.536 0.940
H -1.694 0.007 1.107
H -0.067 0.224 -1.338
H 0.577 2.057 0.569
H -1.128 2.377 0.443
H 0.848 2.420 -1.770
O 4.592 -0.968 1.661
H 5.141 -1.513 2.244
H 4.777 -1.341 0.767
*
```

Summary:
E_HOMO ... -8.53 eV
Gap between HOMO and LUMO ... 9.174 eV

(w) is the most stable structure; the next one sits 1.352 eV above it.

(w)
Here is a 3-piece molecular cluster, C3H12N2O2 overall from the Open Molecules 2025 dataset. Energies are from wB97M-V/def2-TZVPD.

The geometry in ORCA input format:
```
! RIJCOSX wB97M-V def2-TZVPD def2/J DEFGRID3
* xyz 0 1
C -1.335 0.139 -0.422
C -1.254 -0.874 0.720
N 0.082 -1.417 0.996
C 1.015 -0.637 1.312
N 0.879 0.743 1.579
H -1.766 -0.286 -1.320
H -0.363 0.553 -0.668
H -1.867 1.052 -0.159
H -1.874 -1.727 0.479
H -1.642 -0.460 1.655
H 2.029 -0.998 1.496
H 0.232 0.985 2.309
H 1.738 1.264 1.520
O 1.315 -1.929 -1.695
H 0.880 -2.159 -0.859
H 0.692 -2.136 -2.396
O -0.670 3.293 -1.622
H 0.183 3.741 -1.609
H -0.623 2.648 -2.334
*
```

Summary:
E_HOMO ... -9.40 eV
Gap between HOMO and LUMO ... 10.134 eV

(x)
Here is a 2-piece molecular cluster, C3H12N2O2 overall from the Open Molecules 2025 dataset. Energies are from wB97M-V/def2-TZVPD.

The geometry in ORCA input format:
```
! RIJCOSX wB97M-V def2-TZVPD def2/J DEFGRID3
* xyz 0 1
N -1.165 -1.733 -2.020
C 0.176 -1.319 -2.397
C 0.880 -0.664 -1.172
N 0.994 -1.609 -0.074
C 0.156 0.663 -0.824
O 0.850 1.656 -0.105
H -1.363 -2.684 -2.269
H -1.934 -1.156 -2.330
H 0.808 -2.176 -2.612
H 0.154 -0.555 -3.173
H 1.906 -0.409 -1.473
H 0.126 -1.661 0.430
H 1.754 -1.345 0.543
H -0.728 0.390 -0.228
H -0.277 1.012 -1.770
H 1.731 1.347 0.106
O -1.021 3.540 6.294
H -1.901 3.887 6.184
H -1.146 2.813 6.889
*
```

Summary:
E_HOMO ... -8.91 eV
Gap between HOMO and LUMO ... 9.869 eV

(y)
Here is a 2-piece molecular cluster, C3H12N2O2 overall from the Open Molecules 2025 dataset. Energies are from wB97M-V/def2-TZVPD.

The geometry in ORCA input format:
```
! RIJCOSX wB97M-V def2-TZVPD def2/J DEFGRID3
* xyz 0 1
N -2.430 0.037 -0.664
C -1.540 1.190 -0.487
C -0.078 0.773 -0.346
N 0.829 1.923 -0.439
C 0.133 -0.034 0.912
O 1.503 -0.409 1.065
H -3.228 0.296 -1.232
H -1.957 -0.715 -1.158
H -1.832 1.736 0.421
H -1.602 1.899 -1.315
H 0.127 0.113 -1.196
H 0.321 2.794 -0.601
H 1.350 2.038 0.422
H -0.144 0.522 1.813
H -0.502 -0.916 0.865
H 1.583 -1.339 0.807
O 2.225 -3.085 0.176
H 3.177 -2.945 0.259
H 2.065 -3.879 0.699
*
```

Summary:
E_HOMO ... -8.94 eV
Gap between HOMO and LUMO ... 9.521 eV

(z)
Here is a 3-piece molecular cluster, C3H12N2O2 overall from the Open Molecules 2025 dataset. Energies are from wB97M-V/def2-TZVPD.

The geometry in ORCA input format:
```
! RIJCOSX wB97M-V def2-TZVPD def2/J DEFGRID3
* xyz 0 1
C -1.261 0.743 -1.106
C -0.693 -0.706 -0.984
N 0.616 -0.867 -0.458
C 0.653 -0.660 0.920
N 2.076 -0.572 1.162
H -2.325 0.692 -1.361
H -0.680 1.303 -1.865
H -1.207 1.204 -0.082
H -1.275 -1.092 -0.027
H -0.727 -1.321 -1.973
H 1.347 -0.198 -0.816
H 0.278 0.270 1.336
H 0.020 -1.530 1.378
H 2.192 0.346 0.729
H 2.348 2.048 -1.105
O 1.710 1.487 -0.818
H -3.087 -0.378 1.703
H 2.303 -0.534 2.168
O -2.287 -0.234 1.199
*
```

Summary:
E_HOMO ... -9.16 eV
Gap between HOMO and LUMO ... 4.559 eV

(y) is the most stable structure; the next one sits 0.295 eV above it.

(w)
Here is a 2-piece molecular cluster, C4H10NS overall from the Open Molecules 2025 dataset. Energies are from wB97M-V/def2-TZVPD.

The geometry in ORCA input format:
```
! RIJCOSX wB97M-V def2-TZVPD def2/J DEFGRID3
* xyz -1 1
C 1.469 0.490 -2.013
C 0.535 1.441 -2.114
N -0.344 1.838 -1.129
H 1.634 -0.027 -1.077
H 2.070 0.233 -2.875
H 0.440 1.985 -3.050
H -0.124 1.532 -0.166
H -0.651 2.795 -1.206
C -1.371 -1.575 1.644
C 0.097 -1.172 1.752
S 0.310 0.633 1.883
H -1.816 -1.126 0.754
H -1.917 -1.184 2.504
H -1.501 -2.664 1.616
H 0.629 -1.523 0.863
H 0.539 -1.678 2.615
*
```

Summary:
E_HOMO ... -2.59 eV
Gap between HOMO and LUMO ... 6.578 eV

(x)
Here is an isolated ion of composition C4H10NS and charge -1 from the Open Molecules 2025 dataset. Energies are from wB97M-V/def2-TZVPD.

The geometry in ORCA input format:
```
! RIJCOSX wB97M-V def2-TZVPD def2/J DEFGRID3
* xyz -1 1
C 1.136 -1.097 1.800
C 0.444 -0.137 1.014
N 0.747 -0.240 -0.462
C 0.011 0.886 -0.992
C -1.411 0.491 -1.517
S -2.186 1.976 -2.217
H 0.974 -2.049 1.259
H 2.238 -0.982 1.839
H 0.720 -1.125 2.831
H 0.674 0.939 1.075
H -0.626 -0.266 1.198
H 0.177 -1.066 -0.739
H 0.569 1.264 -1.890
H -0.028 1.759 -0.322
H -2.120 -0.004 -0.679
H -1.319 -0.347 -2.199
*
```

Summary:
E_HOMO ... -2.29 eV
Gap between HOMO and LUMO ... 5.936 eV

(w) is the most stable structure; the next one sits 0.893 eV above it.